[1]
{"formula": "C7H9O3S", "method": "ωB97M-V with the def2-TZVPD basis set", "orbital_gap_ev": 8.60, "charge": -1, "homo_energy_ev": -5.070, "total_energy_ha": -895.98656, "species": ["C", "C", "C", "C", "C", "C", "C", "S", "O", "O", "O", "H", "H", "H", "H", "H", "H", "H", "H", "H"], "coordinates": [[1.691, 0.177, -2.293], [0.961, 0.216, -1.352], [0.211, 0.551, -0.176], [-1.061, 1.264, -0.511], [1.156, 1.431, 0.689], [-0.145, -0.775, 0.605], [0.417, -1.196, 1.711], [-1.416, -1.823, -0.092], [-2.638, -1.160, 0.424], [-1.333, -3.212, 0.360], [-1.153, -1.642, -1.463], [2.091, -0.054, -3.280], [-1.270, 1.477, -1.620], [-1.881, 0.694, -0.225], [-1.068, 2.201, 0.017], [0.622, 1.524, 1.674], [1.977, 0.654, 0.946], [1.602, 2.417, 0.208], [0.082, -2.126, 2.216], [1.154, -0.618, 2.161]], "forces_ev_per_angstrom": [[0.723, -0.681, -2.161], [0.124, 0.227, -0.067], [0.359, -0.880, 1.002], [-0.370, 1.741, -2.380], [1.238, -1.162, 0.924], [0.173, -0.057, -0.374], [-0.810, -1.164, 0.476], [-2.041, -0.194, 2.959], [0.587, -0.466, -0.495], [0.604, 0.786, 0.173], [0.188, 0.244, -3.470], [-0.107, 0.300, 0.992], [0.819, -0.301, 1.466], [-1.552, -0.831, 0.696], [-0.218, 0.567, 0.192], [0.531, 0.788, -0.883], [-0.598, 1.889, -0.503], [-1.235, -2.205, 0.989], [0.302, 0.677, -0.590], [1.284, 0.722, 1.056]]}

[2]
{"formula": "C19H26N8O4OsPSe", "method": "ωB97M-V with the def2-TZVPD basis set", "orbital_gap_ev": [8.22, 6.27], "charge": 3, "homo_energy_ev": [-18.836, -18.841], "total_energy_ha": -4311.10550, "multiplicity": 5, "species": ["Os", "N", "C", "N", "C", "N", "C", "C", "N", "C", "C", "N", "H", "H", "H", "H", "H", "Se", "N", "C", "C", "C", "C", "N", "C", "N", "H", "H", "H", "C", "C", "C", "C", "O", "P", "O", "O", "O", "C", "C", "C", "C", "H", "H", "H", "H", "H", "H", "H", "H", "H", "H", "H", "H", "H", "H", "H", "H", "H", "H"], "coordinates": [[-0.314, -0.238, -0.142], [2.966, 1.656, -2.625], [1.729, 1.181, -2.722], [1.382, 0.684, -1.542], [2.486, 0.905, -0.760], [3.461, 1.491, -1.393], [2.493, 0.537, 0.640], [3.555, 0.778, 1.502], [3.472, 0.480, 2.789], [2.348, -0.049, 3.255], [1.273, -0.314, 2.419], [1.363, -0.032, 1.106], [3.529, 2.103, -3.341], [1.137, 1.215, -3.623], [4.469, 1.226, 1.130], [2.287, -0.268, 4.314], [0.351, -0.745, 2.777], [-0.875, -4.081, 2.304], [-0.530, -5.191, 1.007], [-0.224, -4.483, -0.071], [0.088, -4.983, -1.362], [0.339, -4.063, -2.354], [0.288, -2.686, -2.086], [0.016, -2.178, -0.882], [-0.248, -3.070, 0.127], [-0.570, -2.625, 1.317], [0.114, -6.052, -1.540], [0.580, -4.379, -3.360], [0.498, -1.982, -2.879], [-3.942, 0.493, -2.732], [-2.449, 0.650, -2.678], [-1.718, -0.334, -3.548], [-1.936, 2.057, -2.801], [-2.039, 0.125, -1.135], [-2.682, 1.000, 0.222], [-3.462, 2.172, -0.087], [-1.122, 1.262, 0.689], [-3.147, -0.135, 1.124], [-4.523, -0.143, 1.963], [-5.634, -0.122, 0.946], [-4.483, 1.062, 2.869], [-4.406, -1.452, 2.702], [-4.239, 0.668, -3.769], [-4.459, 1.224, -2.115], [-4.246, -0.522, -2.476], [-1.859, -0.027, -4.585], [-2.109, -1.346, -3.439], [-0.642, -0.311, -3.351], [-2.151, 2.377, -3.824], [-0.856, 2.118, -2.654], [-2.444, 2.747, -2.132], [-5.645, 0.816, 0.394], [-6.587, -0.197, 1.473], [-5.574, -0.972, 0.266], [-4.483, 1.993, 2.303], [-3.631, 1.027, 3.547], [-5.389, 1.054, 3.478], [-4.317, -2.287, 2.007], [-5.313, -1.599, 3.289], [-3.562, -1.437, 3.393]], "forces_ev_per_angstrom": [[0.336, 0.178, -0.585], [-0.080, -0.034, -0.086], [0.103, 0.098, -0.162], [-0.195, -0.103, 0.327], [0.015, 0.034, -0.317], [0.109, 0.036, 0.041], [-0.004, -0.051, 0.211], [-0.097, -0.048, 0.043], [0.154, 0.038, 0.089], [-0.065, 0.010, -0.176], [0.073, 0.019, 0.011], [-0.179, -0.116, 0.108], [0.010, 0.006, 0.000], [0.028, 0.004, 0.025], [0.010, 0.001, 0.021], [0.026, 0.008, 0.002], [-0.018, 0.010, 0.004], [-0.030, -0.117, 0.132], [-0.022, -0.013, 0.029], [0.026, 0.008, -0.098], [0.007, 0.079, -0.022], [-0.030, -0.035, 0.117], [0.211, -0.022, 0.036], [0.082, 0.184, -0.228], [-0.113, -0.175, -0.030], [-0.033, 0.188, 0.036], [0.007, 0.011, -0.018], [-0.001, -0.013, 0.008], [0.003, -0.027, 0.060], [-0.003, 0.001, 0.032], [-0.008, -0.158, -0.378], [0.057, -0.033, 0.091], [-0.029, 0.002, 0.104], [-0.338, 0.130, 0.500], [0.519, 0.346, -0.076], [-0.005, 0.023, -0.169], [-0.194, -0.347, 0.198], [-0.267, -0.068, 0.100], [0.023, -0.168, 0.138], [-0.020, 0.035, -0.041], [-0.010, 0.020, -0.065], [-0.011, 0.021, -0.044], [0.019, 0.013, 0.002], [0.002, -0.016, 0.015], [-0.003, 0.024, 0.010], [-0.041, -0.023, -0.010], [0.050, 0.014, 0.015], [-0.083, 0.015, -0.029], [-0.006, -0.011, -0.007], [-0.063, 0.000, 0.026], [0.015, 0.011, 0.026], [-0.024, -0.013, -0.044], [0.030, 0.007, 0.049], [0.039, 0.025, -0.009], [0.010, 0.010, 0.030], [0.008, 0.010, -0.036], [0.002, -0.025, -0.009], [0.001, 0.002, 0.023], [0.001, 0.011, -0.001], [0.002, -0.017, -0.018]]}

[3]
{"formula": "C8H8ClN2O2", "method": "ωB97M-V with the def2-TZVPD basis set", "orbital_gap_ev": 7.48, "charge": -1, "homo_energy_ev": -4.073, "total_energy_ha": -1029.69145, "species": ["C", "C", "C", "C", "C", "C", "C", "C", "N", "N", "O", "O", "Cl", "H", "H", "H", "H", "H", "H", "H", "H"], "coordinates": [[-0.655, -1.667, 1.099], [1.854, -0.155, 1.680], [1.162, -0.848, 2.485], [3.271, 0.261, 1.094], [0.003, -1.774, 2.405], [-0.112, 0.903, -1.911], [-0.449, 1.684, -0.740], [0.767, 0.823, -0.716], [-0.274, -1.010, 0.083], [0.787, -0.431, -0.106], [3.952, -0.760, 0.885], [3.477, 1.471, 0.951], [1.889, -1.099, 4.107], [-1.515, -2.208, 0.922], [-0.668, -1.340, 3.170], [0.261, -2.810, 2.641], [-0.501, -0.090, -2.294], [0.331, 1.495, -2.725], [-0.281, 2.773, -0.751], [-1.408, 1.504, -0.341], [1.681, 1.378, -0.551]], "forces_ev_per_angstrom": [[0.640, 0.243, -0.368], [-0.136, 0.333, -5.294], [0.435, -1.756, 2.216], [0.068, -0.631, 1.042], [-0.389, 1.529, 0.168], [1.956, -0.575, -3.850], [-1.161, 1.644, 0.840], [-0.332, 0.705, 0.191], [-4.057, -1.932, -0.411], [5.952, 1.619, 3.574], [-0.474, 0.818, -0.024], [-0.122, -0.068, -0.223], [0.329, 0.220, 0.662], [-2.003, -1.046, -0.049], [-0.220, -0.902, -0.070], [0.242, 0.225, 0.197], [-0.157, 1.555, 1.043], [-0.257, -0.414, 0.049], [0.158, -0.588, -0.326], [-0.673, -0.732, 1.193], [0.199, -0.246, -0.559]]}

[4]
{"formula": "C10H16O3S", "method": "ωB97M-V with the def2-TZVPD basis set", "orbital_gap_ev": 8.57, "homo_energy_ev": -8.458, "total_energy_ha": -1014.34799, "species": ["C", "C", "C", "C", "C", "C", "C", "C", "C", "C", "O", "O", "O", "S", "H", "H", "H", "H", "H", "H", "H", "H", "H", "H", "H", "H", "H", "H", "H", "H"], "coordinates": [[0.333, 1.373, -1.984], [0.338, 0.353, -2.828], [-0.648, 1.649, -0.916], [-0.217, -1.868, -2.200], [-0.244, 4.836, 2.384], [0.297, -5.179, 0.365], [0.052, 3.359, 2.089], [-0.107, -4.045, -0.582], [-0.952, 2.681, 1.194], [0.913, -2.970, -0.542], [-0.460, -0.733, -2.821], [-0.177, 2.365, 0.064], [0.794, -1.858, -1.392], [-2.144, 0.979, -0.990], [0.993, 2.200, -2.088], [1.174, 0.533, -3.558], [-0.375, 5.376, 1.406], [-1.176, 5.024, 2.804], [0.663, 5.204, 2.883], [0.566, -4.777, 1.361], [-0.475, -5.846, 0.499], [1.153, -5.835, -0.060], [0.318, 2.760, 3.100], [1.047, 3.402, 1.568], [-1.211, -3.671, -0.347], [-0.295, -4.352, -1.704], [-1.264, 1.701, 1.632], [-1.787, 3.360, 1.136], [1.061, -2.415, 0.448], [1.826, -3.605, -0.919]], "forces_ev_per_angstrom": [[-1.458, 0.685, 1.177], [2.676, 1.889, -0.110], [-1.236, -2.070, -0.797], [-1.401, -1.598, -0.042], [1.634, -0.350, -2.199], [2.678, 0.524, -0.905], [2.211, -0.156, 2.352], [-3.982, -0.123, -1.433], [0.718, -1.561, 2.259], [2.602, -1.045, 0.738], [0.458, 0.077, -0.709], [0.427, 0.964, -1.098], [-0.148, 1.924, -1.312], [-0.136, 0.491, 0.408], [0.877, 0.241, -0.510], [-1.136, -1.389, 0.130], [0.622, -0.417, 0.570], [-1.368, 0.207, 1.721], [-0.816, 0.489, 0.211], [0.095, -0.250, -0.504], [-1.930, -1.409, 0.318], [-1.057, 1.339, 0.758], [-0.964, 1.286, -2.190], [-0.913, -0.403, 0.357], [2.288, -0.524, -0.057], [0.787, 0.244, 2.224], [-0.219, 0.864, -0.349], [-0.523, -0.132, -1.190], [0.035, -1.607, -0.962], [-0.822, 1.810, 1.143]]}